The following is a DFT calculation (the ωB97M-V functional and the def2-TZVPD basis) of a 20-piece molecular cluster, C28H103N7O20 overall at a distorted geometry.

```
158
Properties=species:S:1:pos:R:3:forces:R:3
O 6.966 13.829 25.449 -0.792 -0.661 0.580
H 7.403 14.483 24.929 0.648 0.889 -0.664
H 7.575 13.070 25.530 0.259 -0.321 0.200
O 9.543 10.761 22.806 -0.474 0.730 -0.080
H 9.913 10.130 22.130 -0.136 0.107 0.303
H 8.749 11.126 22.379 0.397 -0.343 0.077
O 8.513 16.420 24.597 0.897 -0.577 -0.126
H 9.350 16.038 24.975 -0.731 0.388 -0.396
H 7.933 16.633 25.324 -0.074 0.129 0.437
O 10.610 9.155 21.111 -1.268 -0.556 -1.322
H 11.519 9.466 21.079 0.390 0.381 -0.377
H 10.127 9.299 20.245 1.097 0.065 1.369
O 5.987 10.874 18.381 -0.268 -2.526 -0.624
H 5.595 9.973 18.186 0.801 1.544 0.315
H 5.266 11.370 18.798 -0.226 0.488 -0.317
O 2.928 17.824 17.553 1.348 0.318 0.155
H 3.065 17.828 16.587 0.063 -0.123 0.154
H 3.831 18.092 17.870 -1.279 -0.349 -0.439
O 8.324 10.937 19.795 0.304 -0.889 0.537
H 8.411 11.864 19.987 0.455 1.236 0.136
H 7.451 10.902 19.393 -0.440 -0.281 -0.829
O 11.686 13.261 22.138 -0.086 0.178 -0.327
H 11.459 14.214 22.137 0.359 0.275 -0.059
H 10.824 12.863 22.043 -0.521 -0.832 0.047
O 5.245 10.852 21.192 0.475 -0.065 -0.617
H 6.080 10.672 20.730 -0.396 -0.203 -0.234
H 5.596 11.178 22.018 -0.202 0.391 1.094
O 5.657 11.869 23.835 0.662 0.032 -1.522
H 6.100 12.537 24.374 -0.491 0.453 0.445
H 4.928 11.455 24.259 -0.703 -0.244 0.964
O 2.245 14.375 18.209 0.123 -0.583 0.417
H 2.535 14.968 17.523 0.043 0.600 -0.280
H 2.091 14.913 19.012 0.110 -0.048 -0.070
O 4.575 12.804 19.135 -0.690 1.572 -1.488
H 3.877 13.410 18.727 0.586 -1.160 1.145
H 4.440 12.611 20.055 -0.520 0.060 0.811
O 13.047 10.660 21.617 0.014 -1.358 0.015
H 12.660 11.449 21.984 -0.104 0.928 -0.042
H 13.652 10.882 20.912 0.031 0.441 -0.055
C 9.886 19.146 17.284 0.102 0.629 0.359
C 10.426 18.504 18.555 1.219 0.416 0.835
C 9.829 19.136 19.833 -3.090 -0.813 -1.073
O 10.236 18.542 21.039 0.129 0.263 0.399
C 9.334 18.919 22.096 1.859 -0.101 0.628
N 10.292 17.088 18.454 -1.456 -2.276 0.115
H 8.841 18.942 17.036 0.084 -0.417 0.260
H 10.533 18.811 16.487 -0.060 -0.053 -0.454
H 9.963 20.232 17.358 0.109 0.072 -0.066
H 11.545 18.664 18.539 -0.983 0.229 0.227
H 8.673 18.942 19.802 1.600 0.276 -0.413
H 9.892 20.225 19.757 0.576 0.188 0.561
H 9.375 20.000 22.192 -0.549 0.284 -0.095
H 9.720 18.545 23.072 -0.150 -0.057 -0.823
H 8.352 18.510 21.941 -0.559 0.086 -0.225
H 10.697 16.545 19.231 -0.215 0.713 -0.449
H 9.286 16.781 18.394 1.247 0.625 0.202
C 12.321 17.579 24.337 -0.301 0.175 0.387
C 12.441 16.308 23.538 0.026 0.313 -0.313
C 12.288 15.161 24.440 -0.125 -2.395 -0.702
O 10.993 15.115 25.000 -0.801 -0.756 1.077
C 10.753 13.801 25.587 1.483 -0.436 -1.204
N 11.429 16.123 22.420 1.170 0.861 0.681
H 11.307 17.755 24.709 -0.181 0.110 -0.579
H 12.652 18.322 23.621 0.029 1.002 0.736
H 12.858 17.497 25.313 0.362 0.329 -1.112
H 13.450 16.312 23.078 -0.498 -0.382 0.275
H 13.039 14.953 25.187 0.469 0.701 0.548
H 12.349 14.325 23.766 0.241 -0.764 0.134
H 11.568 13.563 26.323 -0.883 0.309 -0.331
H 10.814 13.000 24.791 -0.024 0.862 0.594
H 9.763 13.744 26.004 -0.232 0.332 0.388
H 10.602 16.599 22.762 -0.356 -0.164 -0.273
H 11.757 16.694 21.636 -0.363 -0.124 0.214
C 10.061 13.281 17.190 1.254 -2.742 -0.087
C 9.097 13.627 16.040 0.064 -1.886 1.331
C 7.809 14.111 16.739 0.964 -1.647 -0.386
O 6.885 14.461 15.748 -0.060 0.466 0.400
C 5.687 15.022 16.278 2.298 0.661 0.934
N 9.867 14.473 15.189 0.341 1.746 0.438
H 10.105 14.011 17.961 -0.157 1.010 0.564
H 11.134 13.183 16.860 -1.160 0.150 -0.127
H 9.862 12.302 17.718 -0.213 0.973 -0.571
H 8.779 12.702 15.479 0.620 0.805 0.386
H 8.157 14.902 17.434 -0.883 0.307 -0.314
H 7.457 13.181 17.316 0.140 1.420 -0.350
H 5.903 16.049 16.651 -0.377 -0.302 -0.652
H 5.422 14.481 17.172 -0.762 -0.602 0.115
H 5.031 14.984 15.455 -1.307 0.106 -0.467
H 9.990 15.395 15.644 0.230 -0.664 -0.049
H 9.388 14.704 14.363 -0.901 0.126 -1.389
C 9.341 10.651 27.447 0.797 -1.132 0.181
C 8.213 10.249 26.479 0.082 -0.325 1.040
C 6.884 10.178 27.192 -1.575 1.272 0.546
O 5.884 9.741 26.252 1.033 0.288 -0.416
C 4.645 9.551 26.818 -0.327 -1.694 1.769
N 8.014 11.199 25.397 -0.886 0.279 0.713
H 9.245 11.666 27.789 -0.042 0.600 -0.078
H 10.351 10.485 27.004 -0.746 0.428 -0.054
H 9.400 10.028 28.370 -0.487 0.162 -0.617
H 8.373 9.205 26.200 0.361 0.004 -0.674
H 6.582 11.231 27.517 0.377 -1.060 -0.092
H 6.825 9.513 28.073 0.461 0.163 -0.277
H 4.671 8.697 27.556 0.154 0.717 -0.221
H 3.922 9.187 26.118 -0.243 0.196 -0.958
H 4.251 10.406 27.351 -0.061 0.558 0.079
H 7.033 11.084 25.089 1.236 -0.200 -0.373
H 8.663 11.136 24.633 0.228 -0.507 -0.430
C 3.037 14.056 22.322 -1.932 0.278 0.025
C 2.083 15.254 22.040 1.052 0.671 2.472
C 2.355 16.280 23.200 0.087 0.265 0.130
O 1.956 17.598 22.862 -0.075 -0.067 -0.817
C 2.299 18.579 23.821 -0.476 -2.235 1.014
N 2.353 15.818 20.778 -0.893 -0.126 -1.951
H 2.883 13.463 23.230 -0.565 0.327 -0.121
H 4.022 14.388 22.415 1.787 0.709 -0.165
H 2.938 13.425 21.477 0.116 -0.974 -0.750
H 1.056 14.928 22.069 -0.458 -0.082 0.186
H 3.441 16.322 23.517 -0.822 -0.320 -0.461
H 1.762 15.954 24.050 0.018 -0.183 0.566
H 1.605 18.481 24.677 0.297 0.143 -0.018
H 2.159 19.537 23.404 0.170 1.062 -0.626
H 3.312 18.360 24.184 0.026 0.552 -0.040
H 1.777 16.598 20.413 1.031 -0.604 0.872
H 3.327 15.818 20.582 0.630 0.697 -0.390
C 7.260 13.876 22.175 -2.074 -1.160 1.327
C 7.370 14.476 20.854 -1.332 2.094 -1.928
C 7.217 16.061 21.002 1.685 -1.488 -0.921
O 7.164 16.658 19.735 -1.189 0.380 -1.349
C 5.816 16.896 19.307 -0.694 -0.212 1.632
N 8.529 13.970 20.136 0.106 0.518 0.163
H 7.947 14.281 22.866 1.634 0.277 0.584
H 7.356 12.759 22.113 -0.387 1.077 0.393
H 6.310 14.246 22.685 0.699 -1.113 -0.842
H 6.527 14.237 20.187 -0.109 -0.368 0.427
H 8.127 16.454 21.420 0.527 0.035 0.617
H 6.392 16.396 21.604 -0.643 -0.205 0.493
H 5.798 17.341 18.308 0.183 -0.091 0.282
H 5.327 17.550 20.088 0.395 -0.037 -0.921
H 5.146 15.988 19.351 0.953 0.366 -0.464
H 8.605 14.331 19.173 -0.030 -0.137 1.009
H 9.345 14.212 20.687 0.442 0.066 -0.392
C 5.540 17.997 12.635 -2.242 -0.497 -2.611
C 5.231 17.867 14.076 1.158 -1.456 2.164
C 5.613 19.113 14.832 -0.381 0.138 0.654
O 5.764 18.870 16.228 -0.156 -0.075 0.004
C 6.010 20.072 16.968 1.386 -0.993 -1.050
N 3.909 17.379 14.489 0.213 2.640 -0.051
H 5.767 17.036 12.122 -0.251 0.503 0.521
H 6.334 18.654 12.414 1.229 0.742 0.025
H 4.668 18.445 12.061 0.729 -0.493 0.615
H 5.977 17.141 14.466 -0.503 0.026 -0.037
H 4.879 19.895 14.665 -0.376 0.392 0.035
H 6.546 19.458 14.439 0.816 0.385 -0.291
H 5.283 20.778 16.647 -0.500 1.070 -0.060
H 7.069 20.434 16.761 -1.253 -0.200 0.391
H 5.864 19.833 18.011 0.175 0.033 0.306
H 3.191 17.936 14.014 0.129 -0.713 0.112
H 3.788 16.414 14.391 -0.328 -1.412 -0.516
```
Positions in Å, forces in eV/Å.

Results
- Relative energy (zero: lowest compared OMol25 entry of this formula, charge and spin): 31.74 kJ/mol
- Net charge: 0
- Orbital gap: 9.201 eV
- E: -82084.5786 eV
- Molecular weight: 858.161 Da
- LUMO level: 0.3 eV